Density functional theory data (the ωB97M-V functional and the def2-TZVPD basis) for a molecular structure, C24H25FN2O4S2 in a non-equilibrium geometry.

Output
HOMO ... -0.2597 Ha
Relative energy (zero: lowest compared OMol25 entry of this formula, charge and spin) ... 4.118 eV
LUMO level ... -5.39 eV
Kohn-Sham gap ... 1.68 eV
Energy ... -2235.9288 a.u.
Net charge ... 0

Structure (XYZ):
```
58
Properties=species:S:1:pos:R:3:forces:R:3
C 1.066 -2.424 0.192 0.3 -0.7 -0.8
N 1.705 -1.770 1.332 -3.1 1.2 1.5
C 0.910 -1.184 2.272 6.7 -0.1 -0.9
C -0.445 -1.168 2.240 -4.4 -0.9 0.9
C -1.017 -0.589 3.482 1.8 0.9 0.4
C 0.231 -0.018 4.276 -0.5 0.3 -0.2
C 1.485 -0.583 3.554 -0.5 -0.1 0.2
C 3.127 -1.772 1.420 1.9 0.5 0.7
C 3.850 -0.624 1.044 0.0 -0.1 -0.2
C 5.252 -0.616 1.100 -0.4 -0.4 0.3
C 5.927 -1.726 1.620 -0.1 0.0 0.1
C 5.214 -2.852 2.047 -0.4 0.3 0.0
C 3.815 -2.877 1.953 -0.3 0.0 -0.3
H 1.842 -2.814 -0.486 -0.3 0.4 0.4
H 0.478 -3.270 0.575 0.0 0.2 -0.1
H 0.346 -1.749 -0.323 0.6 -0.2 0.3
H -1.090 -1.416 1.232 -0.4 -0.8 -0.3
H -1.778 0.201 3.334 0.0 -0.7 -0.1
H -1.419 -1.417 4.103 -0.4 0.1 -0.8
H 0.149 1.099 4.158 0.5 -1.1 0.6
H 0.259 -0.374 5.334 -0.3 0.8 -0.8
H 1.940 -1.420 4.141 0.1 0.8 -0.4
H 2.183 0.259 3.389 0.1 -0.9 -0.2
H 3.317 0.250 0.672 0.1 -0.2 0.0
H 5.815 0.263 0.772 -0.3 -0.3 0.1
H 7.013 -1.706 1.734 -0.4 0.0 -0.2
H 5.734 -3.702 2.494 -0.2 0.3 -0.2
H 3.245 -3.745 2.296 0.2 0.2 -0.1
C 3.008 1.647 -2.656 -0.3 0.0 0.1
C 2.201 2.582 -3.321 0.1 -0.3 0.1
C 0.896 2.233 -3.693 0.2 -0.1 0.5
C 0.372 0.987 -3.338 0.4 0.4 -0.3
S -1.276 0.546 -3.961 0.1 1.2 0.9
N -2.315 1.244 -2.928 -0.1 -1.2 0.0
F -1.257 -1.014 0.180 -0.4 0.8 -0.3
S -3.863 0.719 -2.963 0.4 1.1 0.8
C -4.605 1.334 -1.423 -0.6 0.5 0.0
C -4.883 0.459 -0.357 0.2 0.4 0.1
C -5.592 0.931 0.758 0.0 0.1 -0.4
C -6.088 2.241 0.771 0.3 0.1 0.0
C -5.850 3.099 -0.314 0.0 -0.3 0.0
C -5.150 2.623 -1.433 0.2 -0.1 0.6
O -4.568 1.414 -4.032 0.1 -1.0 0.6
O -4.027 -0.693 -2.708 0.2 -0.4 -1.2
O -1.389 1.216 -5.246 0.3 -1.0 0.3
O -1.137 -0.884 -3.827 -0.9 -0.5 -0.8
C 1.202 0.025 -2.729 -0.1 0.5 0.2
C 2.506 0.373 -2.355 -0.2 0.2 -0.3
H 4.036 1.893 -2.374 -0.3 0.0 -0.1
H 2.603 3.573 -3.559 -0.2 -0.4 0.0
H 0.268 2.911 -4.268 0.1 -0.1 0.2
H -4.562 -0.583 -0.408 0.0 0.4 -0.1
H -5.772 0.270 1.612 0.0 0.2 -0.4
H -6.654 2.588 1.643 0.2 -0.1 -0.4
H -6.223 4.131 -0.288 0.1 -0.5 -0.1
H -5.025 3.228 -2.330 0.0 0.0 0.3
H 0.841 -0.990 -2.557 -0.1 0.4 -0.1
H 3.149 -0.358 -1.851 -0.2 0.2 -0.3
```
Forces are in eV/Å.

Calculated atomic charges, method Mulliken, unit e: -1.007, 0.730, 0.847, -0.553, -0.622, -0.645, -0.412, -0.617, 0.050, -0.909, -0.347, -0.686, -0.081, 0.349, 0.445, 0.478, 0.424, 0.403, 0.294, 0.319, 0.316, 0.306, 0.261, 0.608, 0.405, 0.404, 0.400, 0.432, -0.565, -0.514, -0.460, 0.001, 1.114, -0.352, -0.604, 1.120, 0.110, -0.235, -0.601, -0.312, -0.543, -0.389, -0.680, -0.672, -0.683, -0.672, -0.384, -0.451, 0.357, 0.344, 0.429, 0.458, 0.356, 0.346, 0.332, 0.404, 0.626, 0.529